The following is a DFT calculation (ωB97M-V/def2-TZVPD) of the molecule C7H9NO.

```
! wB97M-V def2-TZVPD RIJCOSX def2/J DEFGRID3
* xyz 0 1
H -3.921 0.330 -0.157
H 3.995 1.066 -0.270
H 0.194 1.839 0.039
H -2.749 -1.972 0.028
H 1.493 -1.326 -0.446
C -0.169 -0.275 0.070
C -2.794 0.300 -0.108
O 2.184 0.457 -0.092
C -2.290 -1.011 -0.023
C -1.885 1.340 -0.008
H 1.576 -1.035 1.129
N -0.961 -1.297 -0.023
C 1.363 -0.638 0.059
H 3.836 -0.638 -0.824
H 3.797 -0.256 0.815
C -0.515 1.026 0.126
H -2.120 2.560 0.162
C 3.482 0.067 -0.046
*
```

Calculated values
Structure (SMILES): COCc1ccccn1
Energy above the lowest of the compared OMol25 structures with the same formula, charge and spin (kcal per mole): 91.8
Strongest force on any atom (hartree/bohr): 0.3229
Kohn-Sham gap (Ha): 0.3826
E (Eh): -401.99466

Partial charges, Mulliken, in e: 0.307 0.229 0.380 0.457 0.760 0.522 -0.407 -0.267 -0.189 -0.270 0.244 -0.565 -0.975 0.303 0.462 -0.297 0.194 -0.888

=====

The following is a DFT calculation (ωB97M-V/def2-TZVPD) of a structure of composition C46H48N13O4P2PrSe2.

```
! wB97M-V def2-TZVPD RIJCOSX def2/J DEFGRID3
* xyz 2 3
C -0.328 2.079 -4.017
C -0.419 -4.060 -1.956
H -6.731 -4.691 0.520
C -4.800 -5.629 -2.040
H 4.194 0.742 -0.477
H 6.088 2.597 -5.503
H 3.146 1.685 3.393
N -1.678 2.563 2.277
N -2.400 3.365 1.457
Se 1.366 -1.571 1.180
H 6.601 2.181 -3.933
C 0.103 -6.670 3.548
H 0.511 -5.258 5.046
N -0.335 0.640 3.383
H 7.787 3.050 -5.027
C 0.292 -5.360 4.007
C -0.334 -6.834 2.240
N -2.247 3.583 4.292
C -3.881 -7.133 -0.373
H 0.600 0.502 3.764
H -0.728 3.605 -2.409
C 4.272 1.587 0.231
H 3.511 6.320 -3.889
P -0.143 -3.120 0.692
H -5.234 -5.460 -3.061
Se -4.023 -4.305 3.254
N -1.155 1.489 4.170
C -2.994 -2.083 0.948
H -1.248 1.376 5.199
C 1.645 -4.601 -0.781
C 6.685 6.264 -2.707
H 4.025 2.517 -0.251
Pr -0.168 1.640 0.630
C 0.544 5.169 1.772
C 3.290 1.320 1.278
H 2.022 4.007 -0.877
H 0.305 -0.003 -4.454
C 7.100 5.091 -3.342
C -8.317 -3.298 1.073
C -0.436 2.640 -2.784
C 4.532 5.977 -3.797
C -4.359 -6.892 -1.660
N 3.390 6.225 -1.022
H -4.861 -3.524 -1.466
C 0.074 0.551 -2.454
H 0.985 6.968 2.844
C -3.735 -6.069 0.533
C -4.598 -4.551 -1.196
H -7.860 -0.159 2.143
H 8.129 4.798 -3.206
C 6.235 4.377 -4.198
H 0.344 -0.430 -2.027
C 2.069 -5.313 -1.911
C 2.512 5.930 0.053
C -6.272 -1.501 1.727
C -8.613 -2.063 1.586
O 3.221 8.534 -0.795
C -5.951 -2.783 1.235
H -0.775 -0.275 3.307
H -3.679 -8.182 -0.089
C 3.672 1.033 2.676
C -4.104 -4.783 0.129
H 5.274 8.589 -2.015
H -0.917 -5.965 0.371
H 0.253 -7.516 4.183
H 1.571 -5.922 -3.968
O 2.043 1.530 0.945
C 0.196 -4.256 3.148
P -4.180 -3.386 1.285
C 2.145 6.818 1.060
C 1.317 -5.323 -3.070
N 0.902 4.304 0.803
C 5.392 6.696 -2.930
C 0.048 -4.705 -3.068
C 3.753 7.533 -1.309
H 0.338 -3.262 3.519
H -5.535 -0.782 1.982
H -1.416 -3.590 -1.873
O -2.095 3.241 0.237
H 3.527 -0.032 3.022
C -7.578 -1.148 1.840
C -0.288 -4.489 1.829
H -2.381 3.320 5.260
C 1.855 4.670 -0.051
C 6.731 2.986 -4.678
C 4.975 4.895 -4.502
H 4.759 1.215 2.762
C -6.965 -3.680 0.856
H -0.604 -4.843 -3.934
N 0.057 0.756 -3.774
C -1.613 -2.050 0.774
H -9.094 -4.075 0.943
H 2.600 7.808 1.048
H 5.314 1.646 0.655
H -4.290 -7.668 -2.395
H 4.303 4.432 -5.248
C -0.576 -5.762 1.398
N -1.308 -0.696 0.534
C 1.193 6.384 1.983
H 3.010 -5.850 -1.878
H 3.998 5.483 -1.411
C -1.713 2.566 3.563
H 7.311 6.754 -1.987
N 4.828 7.694 -2.156
N -3.455 -0.776 0.827
H -0.467 -7.857 1.904
H -3.323 -6.237 1.537
H -0.476 2.518 -4.988
N -2.404 0.020 0.696
H -3.083 3.956 3.808
H -9.632 -1.794 1.828
C 0.409 -3.962 -0.817
H -0.288 4.862 2.389
H 2.287 -4.515 0.079
N -0.209 1.627 -1.819
O -3.342 4.034 1.916
*
```

Calculated values
Strongest force on any atom (hartree/bohr): 0.0965
Kohn-Sham gap (spin up / spin down) (Ha): 0.1770 / 0.1770
E (Eh): -8796.61626

Atomic partial charges in e from the Mulliken method, atoms 1 to 99: -0.742 -0.032 0.336 -0.925 0.267 0.340 0.280 0.055 0.985 -0.225 0.228 -0.733 0.444 -0.246 0.352 -0.835 -0.615 -0.441 -0.714 0.322 0.494 -0.920 0.493 0.137 0.364 -0.407 -0.282 0.705 0.180 -0.189 -0.597 0.092 1.140 -0.160 0.909 0.876 0.271 -0.688 -0.647 -0.501 0.062 -0.481 0.212 0.508 -0.351 0.499 -0.351 -0.282 0.395 0.415 0.820 0.384 -0.760 -0.400 -0.585 -0.465 -0.695 0.661 0.208 0.391 -1.151 0.669 0.321 0.595 0.470 0.360 -0.323 -0.626 0.412 -0.493 -0.490 0.312 -0.229 -0.689 0.256 0.316 0.434 0.384 -0.559 0.223 -0.655 1.103 0.258 -0.550 -1.291 -0.708 0.450 -0.252 0.455 -0.003 -0.809 0.333 0.546 0.430 0.443 0.356 -0.351 0.947 -1.134

=====

The following is a DFT calculation (ωB97M-V/def2-TZVPD) of a cluster of 3 separate species, C2H11N2O2 in total.

```
! wB97M-V def2-TZVPD RIJCOSX def2/J DEFGRID3
* xyz 1 1
H -1.387 -3.603 1.343
H 2.668 2.834 -0.194
N -0.246 -0.326 0.198
O -1.699 -2.870 0.782
H -2.397 -1.223 -1.892
H -2.832 0.046 -2.714
O -2.103 -0.270 -2.076
H 2.384 0.725 -0.868
H -0.837 0.158 -0.500
H 1.162 2.722 0.793
C 0.768 0.338 0.726
C 1.834 0.955 0.036
N 2.089 2.485 0.572
H 0.815 0.217 1.877
H -0.662 -1.196 0.619
H -2.304 -3.182 -0.018
H 2.747 2.190 1.315
*
```

Calculated values
Energy above the lowest of the compared OMol25 structures with the same formula, charge and spin (kcal per mole): 93.6
Strongest force on any atom (hartree/bohr): 0.1239
Kohn-Sham gap (Ha): 0.3196
E (Eh): -342.43928

Partial charges, Mulliken, in e: 0.323 0.347 -0.226 -0.690 0.307 0.338 -0.671 0.371 0.288 0.369 -0.119 -0.468 -0.400 0.302 0.235 0.323 0.371

=====

The following is a DFT calculation (ωB97M-V/def2-TZVPD) of a structure of composition C7H14N2.

```
! wB97M-V def2-TZVPD RIJCOSX def2/J DEFGRID3
* xyz 0 1
H -0.604 -0.401 3.334
H -2.764 0.804 0.525
H -0.579 1.267 2.732
H 0.141 -3.215 -1.478
H 0.090 1.264 -2.439
H -2.110 0.428 2.938
H 1.232 1.348 0.712
H -1.721 0.227 -0.771
H 0.418 -0.286 1.151
H -1.222 -1.248 1.083
C -0.989 -0.194 1.209
C 0.769 -2.373 -1.215
N 2.379 -0.231 -0.351
N 0.378 -1.212 -1.515
C 1.125 0.993 -2.235
H 1.685 1.875 -1.930
H 1.711 -2.576 -0.697
C 1.349 0.377 0.256
C 1.203 -0.086 -1.172
C -1.068 0.296 2.635
H 1.560 0.609 -3.159
H -1.262 1.662 0.165
C -1.721 0.673 0.221
*
```

Calculated values
Energy above the lowest of the compared OMol25 structures with the same formula, charge and spin (kcal per mole): 113.5
Strongest force on any atom (hartree/bohr): 0.0850
Kohn-Sham gap (spin up / spin down) (Ha): 0.3244 / 0.3243
E (Eh): -384.45108

Partial charges, Mulliken, in e: 0.358 0.421 0.299 0.302 0.281 0.395 0.424 0.292 0.025 0.317 0.190 -0.402 -0.881 -0.368 -1.313 0.375 0.326 -0.140 0.931 -1.299 0.345 0.261 -1.138